# 1
Molecular formula: C41H55AsInN10O3S2Si
Method: DFT, wB97M-V/def2-TZVPD

The geometry in ORCA input format:
```
! wB97M-V def2-TZVPD RIJCOSX def2/J DEFGRID3
* xyz -1 1
In -0.78 1.14 1.14
S 1.86 1.64 1.37
C 3.38 1.13 0.64
C 4.51 1.10 1.48
C 5.77 0.84 0.98
C 5.94 0.60 -0.37
C 4.84 0.63 -1.21
C 3.55 0.88 -0.73
As 1.94 0.88 -1.85
C 2.80 0.37 -3.56
C 2.93 1.24 -4.65
C 3.51 0.81 -5.84
C 3.98 -0.49 -5.96
C 3.84 -1.37 -4.89
C 3.25 -0.94 -3.71
C 1.79 2.79 -2.19
C 0.69 3.22 -2.92
C 0.49 4.57 -3.19
C 1.39 5.51 -2.70
C 2.48 5.09 -1.95
C 2.68 3.74 -1.70
H 4.36 1.30 2.54
H 6.62 0.82 1.66
H 6.92 0.41 -0.78
H 4.98 0.46 -2.27
H 2.58 2.26 -4.57
H 3.61 1.50 -6.66
H 4.44 -0.82 -6.88
H 4.20 -2.39 -4.97
H 3.15 -1.63 -2.89
H -0.04 2.49 -3.27
H -0.37 4.89 -3.75
H 1.23 6.56 -2.87
H 3.17 5.82 -1.54
H 3.53 3.42 -1.10
N -3.17 3.99 1.05
C -3.48 3.00 1.95
N -4.46 3.10 2.84
N -4.41 1.95 3.53
N -3.45 1.20 3.09
N -2.82 1.84 2.07
C -1.87 4.22 0.65
N -1.46 5.40 0.21
N -0.15 5.22 -0.07
N 0.21 4.02 0.19
N -0.86 3.33 0.67
H -3.73 4.82 1.13
C 1.94 -3.00 -0.52
C 0.85 -2.87 0.54
C 0.06 -4.17 0.67
C 1.53 -2.52 1.86
O -0.06 -1.78 0.22
Si -1.27 -1.67 -0.90
S -1.78 0.37 -1.00
O -0.62 -2.24 -2.29
C -1.11 -2.67 -3.55
C 0.09 -2.68 -4.49
C -1.68 -4.08 -3.40
C -2.17 -1.72 -4.09
O -2.54 -2.63 -0.52
C -3.92 -2.51 -0.15
C -4.73 -1.81 -1.25
C -4.08 -1.76 1.16
C -4.41 -3.95 0.01
H 2.53 -3.90 -0.35
H 2.60 -2.13 -0.45
H 1.51 -3.02 -1.52
H 0.73 -4.99 0.95
H -0.44 -4.42 -0.27
H -0.70 -4.06 1.45
H 2.38 -3.19 2.02
H 0.85 -2.61 2.70
H 1.90 -1.49 1.81
H 0.85 -3.39 -4.14
H 0.54 -1.69 -4.51
H -0.21 -2.95 -5.51
H -0.89 -4.77 -3.08
H -2.11 -4.43 -4.34
H -2.46 -4.08 -2.63
H -1.80 -0.69 -4.02
H -3.08 -1.79 -3.51
H -2.40 -1.95 -5.13
H -4.25 -0.87 -1.51
H -5.74 -1.61 -0.89
H -4.80 -2.45 -2.13
H -3.64 -0.76 1.09
H -3.59 -2.30 1.98
H -5.14 -1.65 1.41
H -4.30 -4.50 -0.92
H -5.47 -3.95 0.29
H -3.84 -4.45 0.79
C -0.64 3.25 4.10
N 0.08 2.55 5.19
C -0.82 2.34 6.35
C 0.76 1.27 4.73
C -0.18 0.15 4.38
C -0.43 -0.77 5.41
C -1.27 -1.85 5.22
C -1.88 -2.02 3.99
C -1.62 -1.12 2.97
C -0.76 -0.02 3.12
H -1.04 4.20 4.47
H -1.46 2.61 3.77
H 0.04 3.42 3.27
H 0.83 3.17 5.49
H -1.62 1.67 6.05
H -1.24 3.29 6.67
H -0.26 1.89 7.17
H 1.42 0.97 5.54
H 1.36 1.53 3.85
H 0.06 -0.64 6.38
H -1.45 -2.55 6.03
H -2.54 -2.86 3.82
H -2.08 -1.28 2.01
*
```

Properties
HOMO ... -4.6 eV
Gap between HOMO and LUMO ... 6.2 eV
LUMO ... 1.6 eV
DFT total energy ... -5880.63188 Eh
Energy above the lowest of the compared OMol25 structures with the same formula, charge and spin ... 0.0 kJ/mol

These are the Löwdin partial charges, in e, on atoms 1 to 4:
1 In 0.38
2 S 0.59
3 C -0.69
4 C -0.15

***

# 2
Molecular formula: C41H56BBiF3N10O3S2Se
Method: DFT, wB97M-V/def2-TZVPD

The geometry in ORCA input format:
```
! wB97M-V def2-TZVPD RIJCOSX def2/J DEFGRID3
* xyz -1 1
Bi 11.36 16.13 13.52
C 11.44 22.16 15.09
C 12.17 21.05 14.48
C 13.37 21.03 13.83
C 13.46 19.74 13.27
N 12.43 19.00 13.59
N 11.56 19.83 14.30
B 10.26 19.23 14.94
N 9.30 18.66 13.87
N 9.52 17.56 13.11
C 8.45 17.40 12.28
C 7.54 18.44 12.59
C 8.10 19.20 13.57
C 7.61 20.38 14.28
C 8.35 16.38 11.19
C 9.60 15.54 11.07
C 8.19 17.11 9.84
C 7.11 15.50 11.55
N 10.68 18.16 16.00
N 11.77 17.37 15.69
C 12.33 17.01 16.83
C 11.62 17.58 17.92
C 10.61 18.25 17.36
C 9.51 18.98 18.06
C 13.71 16.36 16.84
C 13.79 15.47 18.05
C 13.93 15.60 15.51
C 14.73 17.50 16.89
C 14.66 19.23 12.47
C 15.92 19.45 13.33
C 14.79 20.03 11.13
C 14.44 17.73 12.16
H 12.09 23.00 15.17
H 11.05 21.90 16.07
H 10.57 22.41 14.49
H 14.08 21.83 13.77
H 9.73 20.09 15.68
H 6.56 18.66 12.17
H 6.67 20.72 13.81
H 8.29 21.25 14.20
H 7.41 20.15 15.30
H 10.46 16.12 10.81
H 9.62 14.82 10.21
H 9.75 14.97 11.97
H 9.04 17.79 9.70
H 7.26 17.65 9.74
H 8.26 16.39 8.97
H 7.30 14.91 12.44
H 6.97 14.75 10.77
H 6.20 16.08 11.67
H 11.82 17.40 18.95
H 9.21 18.48 18.93
H 8.65 18.99 17.37
H 9.86 19.98 18.31
H 12.89 14.83 18.20
H 13.86 16.08 18.96
H 14.69 14.85 17.95
H 13.23 14.74 15.30
H 14.97 15.21 15.48
H 13.85 16.26 14.65
H 14.82 17.95 17.87
H 14.49 18.25 16.18
H 15.70 17.03 16.67
H 16.07 20.52 13.47
H 16.74 19.00 12.81
H 15.79 18.96 14.30
H 14.71 21.11 11.33
H 14.15 19.80 10.30
H 15.83 19.87 10.80
H 14.56 17.16 13.03
H 15.17 17.34 11.48
H 13.48 17.46 11.72
C 10.48 14.55 14.57
H 9.59 14.11 14.19
H 10.37 14.71 15.65
N 13.02 15.90 8.13
C 12.44 17.09 8.39
N 12.22 17.55 9.57
C 11.55 18.75 9.51
C 11.06 19.41 10.66
C 10.28 20.51 10.49
C 10.10 21.09 9.21
C 10.60 20.50 8.08
C 11.23 19.25 8.27
S 11.92 18.14 7.05
H 13.38 15.39 8.94
H 12.98 15.43 7.24
H 11.27 19.03 11.67
H 9.87 20.99 11.36
H 9.57 22.04 9.24
H 10.47 20.95 7.12
F 20.44 14.68 13.75
C 19.14 14.89 13.54
F 18.95 16.20 13.79
F 18.88 14.66 12.22
S 18.07 13.82 14.52
O 18.29 14.28 15.85
O 18.59 12.50 14.19
O 16.75 14.15 13.96
C 15.52 12.64 11.43
N 14.48 12.53 12.48
C 13.28 13.10 12.42
Se 12.81 14.31 11.08
N 12.59 12.84 13.56
C 13.47 12.20 14.45
C 13.31 11.87 15.79
C 14.45 11.38 16.39
C 15.65 11.20 15.68
C 15.78 11.43 14.32
C 14.63 11.96 13.73
H 16.03 13.55 11.51
H 15.00 12.53 10.45
H 16.19 11.84 11.63
H 11.70 13.40 13.92
H 12.33 12.02 16.27
H 14.64 11.10 17.42
H 16.50 10.83 16.28
H 16.71 11.39 13.82
*
```

Properties
HOMO ... -5.0 eV
Gap between HOMO and LUMO ... 7.0 eV
LUMO ... 2.0 eV
DFT total energy ... -6106.24564 Eh

These are the Löwdin partial charges, in e, on atoms 1 to 4:
1 Bi 1.65
2 C -0.03
3 C -0.29
4 C 0.02

***

# 3
Molecular formula: C41H56BN9S4Tc
Method: DFT, wB97M-V/def2-TZVPD

The geometry in ORCA input format:
```
! wB97M-V def2-TZVPD RIJCOSX def2/J DEFGRID3
* xyz 2 2
Tc -0.07 0.48 0.25
C 4.80 -1.34 -1.24
C 3.66 -2.17 -0.73
C 3.79 -3.47 -0.35
C 2.68 -4.19 0.17
N 1.49 -3.65 0.21
N 1.37 -2.38 -0.20
B -0.08 -1.81 -0.21
N -0.74 -2.20 -1.54
N -0.54 -3.47 -1.93
C -1.14 -3.87 -3.02
C -1.94 -2.98 -3.79
C -2.14 -1.70 -3.38
C -2.97 -0.71 -4.15
C -1.50 -1.32 -2.17
S -1.63 0.26 -1.53
C -0.92 -5.30 -3.48
C -0.18 -6.11 -2.41
C -0.09 -5.27 -4.77
C -2.29 -5.96 -3.75
N -0.83 -2.48 0.98
N -1.77 -3.39 0.72
C -2.24 -4.07 1.73
C -1.75 -3.85 3.05
C -0.81 -2.90 3.30
C -0.29 -2.59 4.67
C -0.37 -2.17 2.18
S 0.73 -0.83 2.24
C -3.28 -5.14 1.45
C -2.59 -6.50 1.60
C -4.44 -5.02 2.45
C -3.82 -5.00 0.02
C 2.37 -1.61 -0.59
S 2.03 0.06 -0.87
C 2.86 -5.60 0.70
C 3.81 -5.54 1.90
C 3.46 -6.48 -0.40
C 1.52 -6.19 1.16
H 5.73 -1.90 -1.22
H 4.92 -0.43 -0.65
H 4.61 -1.02 -2.27
H 4.76 -3.95 -0.41
H -2.38 -3.32 -4.72
H -3.35 -1.15 -5.06
H -2.37 0.17 -4.40
H -3.81 -0.36 -3.54
H 0.83 -5.73 -2.27
H -0.14 -7.15 -2.72
H -0.69 -6.05 -1.45
H 0.85 -4.75 -4.61
H -0.63 -4.78 -5.59
H 0.13 -6.29 -5.09
H -2.93 -5.92 -2.87
H -2.14 -7.00 -4.02
H -2.81 -5.48 -4.58
H -2.15 -4.44 3.86
H -0.76 -3.22 5.42
H -0.48 -1.54 4.92
H 0.79 -2.73 4.71
H -2.18 -6.63 2.61
H -1.78 -6.62 0.88
H -3.31 -7.30 1.44
H -4.14 -5.31 3.46
H -5.25 -5.68 2.14
H -4.83 -4.00 2.48
H -3.01 -5.08 -0.71
H -4.31 -4.04 -0.12
H -4.54 -5.79 -0.16
H 4.78 -5.11 1.63
H 3.99 -6.55 2.27
H 3.39 -4.95 2.71
H 4.50 -6.23 -0.61
H 2.89 -6.40 -1.34
H 3.43 -7.53 -0.09
H 1.07 -5.58 1.94
H 1.69 -7.19 1.55
H 0.81 -6.25 0.33
C 0.69 2.04 3.20
N 0.84 2.16 1.73
C 2.28 2.38 1.47
C 0.04 3.32 1.28
C 0.13 3.40 -0.20
C 0.20 4.63 -0.85
C 0.40 4.68 -2.22
C 0.55 3.50 -2.94
C 0.47 2.28 -2.30
C 0.22 2.21 -0.92
H 0.97 3.00 3.66
H 1.36 1.28 3.59
H -0.33 1.80 3.47
H 2.64 3.22 2.07
H 2.45 2.61 0.42
H 2.84 1.48 1.73
H 0.41 4.24 1.75
H -0.99 3.16 1.62
H 0.13 5.55 -0.28
H 0.46 5.64 -2.72
H 0.74 3.53 -4.01
H 0.59 1.37 -2.88
C -6.17 -0.18 -1.09
C -5.45 0.62 -0.05
C -6.06 1.69 0.61
C -5.33 2.36 1.56
N -4.07 2.01 1.86
C -3.59 1.01 1.15
S -1.92 0.66 1.69
N -4.18 0.29 0.22
H -7.21 -0.34 -0.81
H -5.68 -1.14 -1.23
H -6.16 0.35 -2.05
H -7.08 1.97 0.38
H -5.75 3.18 2.13
*
```

Properties
HOMO (alpha / beta) ... -13.1 / -13.1 eV
Gap between HOMO and LUMO (alpha / beta) ... 5.4 / 6.2 eV
LUMO (alpha / beta) ... -7.7 / -6.9 eV
DFT total energy ... -3786.75801 Eh

These are the Löwdin partial charges, in e, on atoms 1 to 4:
1 Tc 0.80
2 C -0.03
3 C -0.22
4 C 0.09

***

> DFT total energy of number 2 (C41H56BBiF3N10O3S2Se)?

-6106.24564 Eh

***

> DFT total energy of number 3 (C41H56BN9S4Tc)?

-3786.75801 Eh

***

> What is the formula in the second record?

C41H56BBiF3N10O3S2Se